# 1
C27H39AuGeO3PSe | ωB97M-V/def2-TZVPD

Summary:
- 2S+1: 3
- Orbital gap (spin up / spin down): 0.301 / 0.207 hartree
- ⟨S²⟩: 2.02
- Net charge: +3
- LUMO level (spin up / spin down): -8.51 / -11.04 eV

Cartesian coordinates (Å):
Au: -1.306 0.010 -0.749
C: -0.622 1.189 -3.646
O: -1.231 1.562 -2.383
C: -2.532 2.184 -2.489
C: -3.598 1.152 -2.207
O: -3.390 0.604 -0.871
C: -4.101 1.322 0.166
H: -0.411 2.095 -4.210
H: -1.289 0.539 -4.213
H: 0.299 0.667 -3.403
H: -2.660 2.634 -3.473
H: -2.548 2.978 -1.741
H: -3.530 0.303 -2.887
H: -4.600 1.576 -2.271
H: -5.168 1.232 -0.026
H: -3.806 2.371 0.183
H: -3.856 0.846 1.110
O: 0.550 -0.850 -1.244
P: 0.660 -2.333 -0.783
C: -0.985 -2.593 -0.076
C: -1.939 -3.482 -0.529
C: -3.219 -3.448 0.025
C: -3.560 -2.521 1.010
C: -2.619 -1.623 1.477
C: -1.322 -1.624 0.925
C: 0.958 -3.421 -2.136
C: 1.658 -4.614 -1.938
C: 1.829 -5.483 -3.002
C: 1.316 -5.162 -4.252
C: 0.626 -3.971 -4.453
C: 0.442 -3.098 -3.396
C: 1.850 -2.544 0.513
C: 1.600 -3.363 1.616
C: 2.598 -3.574 2.554
C: 3.840 -2.972 2.391
C: 4.092 -2.158 1.292
C: 3.103 -1.944 0.348
H: -1.693 -4.204 -1.298
H: -3.961 -4.162 -0.309
H: -4.556 -2.536 1.432
H: -2.854 -0.951 2.293
H: -0.507 -1.156 1.475
H: 2.076 -4.856 -0.969
H: 2.372 -6.407 -2.859
H: 1.461 -5.842 -5.081
H: 0.241 -3.727 -5.434
H: -0.082 -2.162 -3.548
H: 0.639 -3.850 1.741
H: 2.413 -4.214 3.405
H: 4.619 -3.147 3.121
H: 5.067 -1.707 1.165
H: 3.308 -1.333 -0.524
C: -0.599 5.972 2.478
Ge: 1.019 4.995 2.870
C: 2.493 5.285 1.654
C: 1.458 4.729 4.729
C: 0.345 2.872 2.457
Se: 0.162 2.572 0.656
C: 1.925 1.910 0.214
H: -0.376 7.037 2.567
H: -1.388 5.732 3.189
H: -0.941 5.788 1.461
H: 2.819 6.319 1.788
H: 2.190 5.170 0.614
H: 3.342 4.640 1.879
H: 1.751 5.697 5.143
H: 2.295 4.042 4.846
H: 0.597 4.369 5.290
H: -0.603 2.930 2.985
H: 1.136 2.324 2.960
H: 2.664 2.624 0.569
H: 1.974 1.825 -0.869
H: 2.066 0.935 0.677

---

# 2
C27H39BF4MoN2O3P | ωB97M-V/def2-TZVPD

Summary:
- Relative energy (zero: lowest compared OMol25 entry of this formula, charge and spin): 0.0 kcal per mole
- Orbital gap (spin up / spin down): 0.179 / 0.179 hartree
- Net charge: +3
- LUMO level (spin up / spin down): -11.76 / -11.74 eV

Cartesian coordinates (Å):
Mo: 0.446 0.884 -0.107
C: 3.317 3.448 -1.883
C: 2.824 2.271 -1.136
O: 1.543 2.005 -1.155
C: 3.685 1.378 -0.490
C: 3.329 0.059 -0.218
C: 4.353 -0.984 0.054
N: 2.015 -0.337 -0.311
N: 1.815 -1.635 -0.488
C: 0.556 -1.818 -0.857
O: -0.192 -0.720 -0.984
C: 0.041 -3.132 -1.119
C: 0.700 -4.233 -0.531
C: 0.233 -5.506 -0.764
C: -0.863 -5.699 -1.607
C: -1.499 -4.610 -2.216
C: -1.057 -3.331 -1.970
H: 3.452 3.165 -2.933
H: 4.284 3.773 -1.504
H: 2.601 4.268 -1.842
H: 4.736 1.629 -0.447
H: 4.460 -1.617 -0.832
H: 4.036 -1.639 0.864
H: 5.312 -0.525 0.280
H: 1.554 -4.074 0.115
H: 0.720 -6.354 -0.300
H: -1.219 -6.703 -1.802
H: -2.330 -4.775 -2.889
H: -1.529 -2.494 -2.460
F: 2.579 -0.330 2.591
B: 2.045 -1.247 3.421
F: -0.100 0.036 1.432
F: 1.314 -0.814 4.416
F: 2.184 -2.510 3.108
C: -0.749 1.954 -3.497
C: -2.088 1.570 -2.862
C: -3.133 2.661 -3.174
C: -2.532 0.214 -3.413
P: -1.921 1.531 -0.999
C: -1.678 3.176 -0.319
C: -2.639 3.734 0.553
C: -2.505 5.028 1.010
C: -1.398 5.795 0.644
C: -0.454 5.275 -0.228
C: -0.596 3.991 -0.721
C: -3.259 0.600 -0.029
C: -4.629 1.097 -0.547
C: -3.170 -0.910 -0.290
C: -3.156 0.808 1.491
H: -0.918 2.062 -4.571
H: 0.003 1.176 -3.363
H: -0.368 2.909 -3.143
H: -3.224 2.716 -4.261
H: -2.822 3.643 -2.820
H: -4.119 2.431 -2.778
H: -2.583 0.308 -4.500
H: -3.523 -0.077 -3.071
H: -1.815 -0.573 -3.184
H: -3.524 3.188 0.822
H: -3.276 5.452 1.640
H: -1.295 6.806 1.018
H: 0.383 5.884 -0.546
H: 0.110 3.640 -1.455
H: -4.829 0.763 -1.564
H: -4.763 2.176 -0.501
H: -5.390 0.646 0.093
H: -3.135 -1.164 -1.342
H: -4.083 -1.347 0.121
H: -2.330 -1.369 0.225
H: -3.509 1.771 1.844
H: -2.161 0.625 1.885
H: -3.807 0.055 1.942
C: 0.660 2.455 2.720
O: 1.332 2.103 1.454
H: -0.346 2.765 2.456
H: 1.204 3.283 3.161
H: 0.645 1.588 3.372
H: 2.262 1.915 1.649

---

# 3
C27H39BN2O5Re | ωB97M-V/def2-TZVPD

Summary:
- 2S+1: 2
- Relative energy (zero: lowest compared OMol25 entry of this formula, charge and spin): 6.0 kcal per mole
- Orbital gap (spin up / spin down): 0.274 / 0.277 hartree
- ⟨S²⟩: 0.76
- LUMO level (spin up / spin down): 0.11 / -0.50 eV

Cartesian coordinates (Å):
Re: -0.292 -0.065 0.704
N: 1.104 -1.391 1.819
C: 1.372 -0.878 3.180
C: 0.265 0.060 3.637
O: 0.211 0.414 4.803
N: -0.615 0.381 2.663
C: -1.846 1.032 3.050
C: -2.778 1.018 1.847
O: -3.885 1.503 1.887
O: -2.262 0.455 0.779
H: 0.712 -2.328 1.863
H: 1.966 -1.522 1.301
H: 2.318 -0.350 3.189
H: 1.435 -1.695 3.899
H: -1.690 2.065 3.374
H: -2.326 0.514 3.882
C: 1.413 -0.060 -0.824
C: 1.475 1.199 -0.112
C: 0.253 1.904 -0.472
C: -0.482 1.019 -1.316
C: 0.237 -0.155 -1.611
C: -0.043 -1.117 -2.751
C: -1.494 -1.598 -2.803
C: 0.246 -0.314 -4.031
C: 0.903 -2.318 -2.699
C: -0.264 3.343 -0.321
C: 0.063 4.014 1.011
C: 0.320 4.167 -1.485
C: -1.791 3.407 -0.489
C: 2.769 1.689 0.554
C: 2.634 2.105 2.038
C: 3.315 2.874 -0.265
C: 3.853 0.605 0.468
H: 2.182 -0.815 -0.807
H: -1.473 1.228 -1.683
H: -2.203 -0.795 -2.595
H: -1.678 -2.400 -2.092
H: -1.710 -1.993 -3.797
H: -0.477 0.495 -4.154
H: 0.182 -0.967 -4.903
H: 1.246 0.123 -4.001
H: 0.810 -2.847 -1.752
H: 1.942 -2.013 -2.842
H: 0.653 -3.017 -3.500
H: 1.128 4.120 1.185
H: -0.372 3.457 1.844
H: -0.369 5.017 1.020
H: 1.403 4.265 -1.445
H: -0.112 5.170 -1.466
H: 0.057 3.707 -2.439
H: -2.324 2.749 0.188
H: -2.098 3.169 -1.508
H: -2.115 4.431 -0.295
H: 1.603 2.146 2.375
H: 3.086 3.083 2.207
H: 3.164 1.413 2.690
H: 2.727 3.774 -0.112
H: 3.329 2.643 -1.332
H: 4.336 3.094 0.053
H: 3.583 -0.304 1.010
H: 4.765 0.983 0.932
H: 4.085 0.341 -0.564
O: -2.614 -2.208 0.330
B: -1.249 -1.936 0.366
O: -0.545 -3.175 0.305
C: -1.499 -4.154 0.165
C: -1.336 -5.514 0.030
C: -2.499 -6.273 -0.091
C: -3.756 -5.678 -0.073
C: -3.907 -4.300 0.067
C: -2.752 -3.559 0.183
H: -0.353 -5.967 0.017
H: -2.421 -7.346 -0.200
H: -4.636 -6.299 -0.168
H: -4.879 -3.827 0.084

---

# 4
C27H39F11N2O5S2Si | ωB97M-V/def2-TZVPD

Summary:
- Orbital gap: 0.268 hartree
- LUMO level: -1.60 eV

Cartesian coordinates (Å):
C: 8.581 -0.932 1.927
Si: 7.065 -0.326 0.997
C: 6.844 1.489 1.469
C: 7.360 -0.426 -0.872
C: 6.304 -1.177 -1.708
C: 5.443 -0.310 -2.639
C: 4.885 0.981 -2.039
C: 3.453 0.832 -1.514
C: 3.079 1.901 -0.462
C: 1.832 2.701 -0.827
C: 0.562 1.815 -0.856
C: -0.563 2.308 0.058
C: -0.873 1.408 1.197
N: -2.105 1.134 1.287
O: -2.574 0.337 2.278
C: -2.980 1.680 0.254
C: -3.764 0.588 -0.466
C: -3.002 -0.712 -0.742
C: -3.983 -1.865 -1.043
C: -3.348 -3.205 -0.753
F: -2.033 -3.219 -1.063
F: -3.940 -4.164 -1.500
C: -3.485 -3.680 0.705
F: -4.728 -3.607 1.111
F: -3.069 -4.923 0.828
F: -2.741 -2.922 1.510
C: -1.974 2.483 -0.609
C: 5.509 -1.239 1.541
C: 4.347 -0.556 1.927
C: 3.193 -1.257 2.292
C: 3.197 -2.652 2.274
C: 4.343 -3.361 1.905
C: 5.493 -2.649 1.539
H: 9.454 -0.559 1.392
H: 8.643 -2.014 1.977
H: 8.606 -0.491 2.921
H: 6.054 1.983 0.909
H: 7.774 1.995 1.201
H: 6.695 1.620 2.537
H: 8.329 -0.906 -1.005
H: 7.494 0.588 -1.249
H: 5.641 -1.788 -1.098
H: 6.839 -1.876 -2.349
H: 4.579 -0.919 -2.912
H: 5.963 -0.124 -3.575
H: 4.867 1.737 -2.824
H: 5.508 1.394 -1.250
H: 3.302 -0.155 -1.076
H: 2.760 0.926 -2.349
H: 3.898 2.597 -0.300
H: 2.863 1.401 0.482
H: 1.953 3.250 -1.758
H: 1.688 3.454 -0.051
H: 0.837 0.807 -0.550
H: 0.175 1.789 -1.868
H: -0.367 3.276 0.522
H: -0.162 1.000 1.899
H: -3.537 0.275 2.156
H: -3.722 2.364 0.660
H: -4.682 0.388 0.078
H: -4.079 1.001 -1.420
H: -2.373 -0.571 -1.619
H: -2.364 -1.009 0.086
H: -4.878 -1.739 -0.444
H: -4.260 -1.868 -2.092
H: -2.012 2.122 -1.630
H: -2.261 3.524 -0.550
H: 4.372 0.523 1.944
H: 2.311 -0.700 2.573
H: 2.304 -3.198 2.545
H: 4.333 -4.439 1.889
H: 6.381 -3.193 1.245
C: -7.619 -1.006 1.054
F: -6.378 -1.342 1.468
F: -8.059 -1.981 0.261
F: -8.404 -0.935 2.123
S: -7.520 0.600 0.168
O: -6.629 0.335 -0.935
O: -7.012 1.520 1.153
N: -9.036 0.730 -0.193
S: -9.517 2.007 -1.019
O: -9.069 2.035 -2.381
O: -9.473 3.240 -0.289
C: -11.295 1.546 -1.098
F: -11.821 1.446 0.125
F: -11.464 0.380 -1.725
F: -11.960 2.486 -1.768

---

| no. | E (hartree) |
| --- | --- |
| 1 | -6232.31018 |
| 2 | -2220.53301 |
| 3 | -1641.24046 |
| 4 | -3722.25487 |